This record from OMol25 describes C24H32IrN6S4Sb as an isolated structure at a distorted geometry. The level of theory is ωB97M-V with the def2-TZVPD basis set.

The energy above the lowest of the compared OMol25 structures with the same formula, charge and spin is 83.2 kcal/mol. The HOMO energy (alpha / beta) is -0.2545 / -0.2562 hartree. For the calculated total energy, the calculation gives -3199.5130 Ha.

```
! RIJCOSX wB97M-V def2-TZVPD def2/J DEFGRID3
* xyz 0 1
Ir -0.270 -0.136 0.134
C 1.732 -2.632 -0.263
C 1.091 -3.489 0.826
C 0.188 -2.695 1.782
N -0.774 -1.856 1.100
C -1.999 -2.284 0.828
C -2.390 -3.631 0.932
C -3.650 -4.195 0.939
C -4.880 -3.567 1.034
C -5.098 -2.194 1.070
C -4.240 -1.163 0.770
C -2.879 -1.196 0.377
N -2.252 -0.214 -0.245
C -2.968 0.966 -0.675
C -2.651 2.237 0.148
C -2.104 1.986 1.554
N -0.748 1.530 1.442
C 0.069 1.434 2.461
C -0.344 1.628 3.798
C 0.405 1.836 4.934
C 1.761 2.126 5.023
C 2.680 2.099 3.982
C 2.556 1.524 2.737
C 1.422 0.956 2.106
N 1.516 0.060 1.138
C 2.823 -0.562 0.987
C 2.976 -1.844 0.131
H 0.970 -1.935 -0.647
H 2.005 -3.289 -1.091
H 1.858 -4.002 1.414
H 0.486 -4.251 0.330
H 0.807 -2.036 2.398
H -0.337 -3.390 2.450
H -1.576 -4.339 0.979
H -3.668 -5.278 0.955
H -5.753 -4.200 1.130
H -6.107 -1.890 1.320
H -4.671 -0.174 0.854
H -4.044 0.776 -0.681
H -2.684 1.176 -1.712
H -3.558 2.837 0.220
H -1.892 2.817 -0.376
H -2.725 1.252 2.090
H -2.133 2.932 2.112
H -1.416 1.564 3.944
H -0.155 1.882 5.860
H 2.130 2.445 5.990
H 3.657 2.513 4.204
H 3.450 1.533 2.127
H 3.191 -0.779 1.999
H 3.501 0.179 0.542
H 3.662 -2.507 0.669
H 3.473 -1.560 -0.798
S 0.752 0.303 -5.357
Sb -0.862 0.263 -3.652
S 0.406 1.227 -1.689
S -0.622 -1.972 -2.920
C 5.206 1.540 -4.096
N 4.318 0.407 -4.168
C 3.396 0.151 -3.232
N 2.690 -0.980 -3.341
S 3.246 1.150 -1.892
H 5.967 1.445 -4.869
H 5.683 1.563 -3.114
H 4.664 2.481 -4.227
H 4.221 -0.046 -5.064
H 2.637 -1.434 -4.242
H 1.869 -1.098 -2.760
*
```